No. 1
Density functional theory data (the ωB97M-V functional and the def2-TZVPD basis) for a molecular structure, C67H80FGeN6O6S3Si3Ti.

Energy relative to the best compared isomer or geometry (same formula, charge and spin): 0.727 eV
2S+1: 2
E_LUMO (alpha / beta): -1.59 / -1.61 eV
⟨S²⟩: 0.784
Kohn-Sham gap (alpha / beta): 0.1011 / 0.1006 hartree
Charge: 0
HOMO level (alpha / beta): -0.15958 / -0.15965 hartree

Each line ends with the Löwdin charge.
Atoms and positions in Å:
Ti (0.219, 0.195, -1.502)  0.9907
F (-5.133, 3.173, 1.064)  0.0201
C (-3.867, 3.207, 1.609)  -0.1800
C (-2.867, 2.568, 0.912)  0.0635
C (-1.552, 2.498, 1.427)  -0.0627
C (-0.520, 1.819, 0.725)  -0.2718
O (-0.726, 1.298, -0.461)  -0.2138
C (0.771, 1.796, 1.346)  -0.0328
C (0.977, 2.429, 2.529)  0.0486
N (-0.020, 3.097, 3.205)  0.0116
C (0.298, 3.835, 4.385)  -0.2707
C (1.272, 3.282, 5.377)  -0.0803
C (-0.180, 3.350, 5.731)  -0.1004
C (-1.300, 3.155, 2.664)  -0.1124
C (-2.315, 3.832, 3.309)  0.0396
C (-3.645, 3.863, 2.804)  -0.1693
N (-4.621, 4.554, 3.584)  -0.1037
C (-4.829, 4.063, 4.918)  -0.1447
C (-5.886, 2.945, 4.950)  -0.0834
N (-7.156, 3.533, 4.444)  0.0478
C (-6.992, 4.000, 3.039)  -0.0935
C (-5.838, 5.023, 2.986)  -0.1418
C (1.897, 1.034, 0.723)  -0.5960
O (3.007, 1.077, 1.246)  0.0151
O (1.626, 0.321, -0.304)  -0.1862
H (-3.097, 2.092, -0.023)  0.0954
H (1.956, 2.423, 2.981)  0.1411
H (0.306, 4.912, 4.225)  0.1555
H (1.963, 3.964, 5.847)  0.1087
H (1.689, 2.307, 5.186)  0.0922
H (-0.511, 4.068, 6.468)  0.0975
H (-0.728, 2.421, 5.755)  0.1062
H (-2.116, 4.370, 4.220)  0.1026
H (-5.164, 4.887, 5.562)  0.1333
H (-3.887, 3.683, 5.308)  0.1252
H (-6.036, 2.556, 5.956)  0.1351
H (-5.585, 2.135, 4.283)  0.1446
H (-7.372, 4.352, 5.028)  0.1817
H (-7.928, 2.861, 4.510)  0.1885
H (-7.920, 4.460, 2.699)  0.1368
H (-6.765, 3.138, 2.413)  0.1248
H (-6.156, 5.933, 3.515)  0.1311
H (-5.652, 5.285, 1.946)  0.1410
C (4.243, -1.438, -3.027)  -0.1345
O (3.188, -0.592, -2.689)  -0.3242
Si (3.186, 1.060, -2.693)  0.4124
C (4.194, 1.653, -4.234)  -0.1492
C (4.493, 1.581, -1.386)  -0.1276
C (1.316, 1.545, -2.877)  -0.4558
Si (0.826, 1.023, -4.668)  0.5232
C (1.307, 2.244, -6.094)  -0.1881
C (-1.014, 0.720, -5.167)  -0.2213
C (1.660, -0.615, -5.301)  -0.1644
Si (1.077, 3.387, -2.357)  0.5107
C (-0.262, 4.177, -1.175)  -0.1851
C (0.822, 4.553, -3.871)  -0.1880
C (2.618, 4.146, -1.485)  -0.1814
H (4.271, -1.598, -4.110)  0.0844
H (4.086, -2.396, -2.529)  0.0681
H (5.208, -1.034, -2.718)  0.0765
H (5.218, 1.302, -4.148)  0.0311
H (4.233, 2.736, -4.287)  0.0266
H (3.807, 1.290, -5.175)  -0.0025
H (5.348, 0.916, -1.488)  0.0305
H (4.163, 1.498, -0.359)  0.0021
H (4.864, 2.587, -1.545)  0.0207
H (0.512, 2.953, -6.295)  0.0135
H (1.484, 1.693, -7.013)  0.0295
H (2.202, 2.812, -5.880)  0.0017
H (-1.551, 1.654, -5.292)  -0.0001
H (-1.525, 0.131, -4.417)  -0.0365
H (-1.079, 0.185, -6.110)  0.0411
H (2.596, -0.408, -5.810)  0.0240
H (1.035, -1.163, -6.002)  0.0302
H (1.894, -1.273, -4.479)  -0.0066
H (-0.689, 5.070, -1.625)  0.0302
H (0.181, 4.473, -0.227)  0.0318
H (-1.087, 3.520, -0.948)  -0.0472
H (-0.068, 4.293, -4.432)  0.0127
H (1.663, 4.529, -4.550)  0.0132
H (0.710, 5.579, -3.536)  0.0236
H (2.846, 3.626, -0.560)  0.0223
H (2.448, 5.191, -1.239)  0.0331
H (3.495, 4.105, -2.119)  0.0103
O (-1.463, -0.362, -2.247)  -0.2692
C (-2.838, -0.291, -2.195)  -0.5543
C (-3.450, -1.067, -3.364)  -0.4916
C (-3.366, -2.403, -3.620)  -0.1804
C (-4.049, -2.791, -4.793)  -0.1809
C (-4.634, -1.742, -5.423)  -0.3893
S (-4.378, -0.263, -4.584)  1.0930
C (-3.337, 1.140, -2.292)  -0.4851
C (-4.579, 1.657, -2.043)  -0.1611
C (-4.637, 3.045, -2.281)  -0.1812
C (-3.442, 3.541, -2.702)  -0.3420
S (-2.230, 2.331, -2.830)  1.1216
C (-3.452, -0.853, -0.915)  -0.4189
C (-3.121, -0.600, 0.380)  -0.1312
C (-4.003, -1.188, 1.313)  -0.1739
C (-5.011, -1.873, 0.716)  -0.4032
S (-4.885, -1.826, -0.999)  1.0800
H (-2.833, -3.102, -3.000)  0.0996
H (-4.111, -3.811, -5.131)  0.1000
H (-5.209, -1.752, -6.327)  0.0591
H (-5.421, 1.079, -1.701)  0.1110
H (-5.518, 3.644, -2.131)  0.0980
H (-3.197, 4.554, -2.950)  0.0681
H (-2.258, -0.027, 0.660)  0.0945
H (-3.883, -1.099, 2.379)  0.1021
H (-5.820, -2.408, 1.169)  0.0518
O (0.886, -1.349, -2.238)  -0.2311
N (0.673, -2.548, -2.650)  -0.1004
C (-0.134, -2.770, -3.716)  -0.0147
C (-0.321, -4.036, -4.207)  -0.0281
C (0.304, -5.122, -3.597)  -0.0227
C (1.122, -4.870, -2.494)  0.0008
C (1.302, -3.588, -2.049)  0.0295
H (-0.605, -1.888, -4.117)  0.1218
H (-0.951, -4.171, -5.071)  0.1158
H (0.157, -6.123, -3.960)  0.1084
H (1.633, -5.669, -1.982)  0.1074
H (1.933, -3.330, -1.211)  0.0876
C (5.418, -1.245, 0.698)  -0.2698
Ge (3.470, -1.873, 0.760)  1.0113
C (3.812, -3.888, 0.273)  -0.3868
C (4.842, -4.285, -0.575)  -0.1464
C (5.030, -5.612, -0.922)  -0.1079
C (4.177, -6.587, -0.438)  -0.1304
C (3.130, -6.214, 0.392)  -0.1261
C (2.950, -4.883, 0.727)  -0.1652
C (3.359, -2.025, 2.842)  -0.2237
C (2.574, -1.075, 3.452)  -0.1521
C (2.343, -1.039, 4.833)  -0.1027
C (2.903, -1.984, 5.643)  -0.0658
C (3.754, -2.958, 5.087)  -0.1834
C (4.394, -3.898, 5.920)  -0.0613
C (5.263, -4.817, 5.407)  -0.1030
C (5.530, -4.824, 4.030)  -0.0825
C (4.915, -3.931, 3.197)  -0.0384
C (3.998, -2.976, 3.683)  -0.1679
H (6.037, -1.892, 1.313)  -0.0076
H (5.460, -0.239, 1.097)  -0.0069
H (5.807, -1.242, -0.316)  -0.0253
H (5.531, -3.541, -0.952)  0.0824
H (5.854, -5.891, -1.568)  0.0929
H (4.328, -7.628, -0.700)  0.0883
H (2.458, -6.970, 0.779)  0.0918
H (2.133, -4.602, 1.384)  0.0947
H (2.134, -0.295, 2.852)  0.0485
H (1.710, -0.264, 5.251)  0.0812
H (2.725, -1.993, 6.711)  0.0989
H (4.190, -3.858, 6.982)  0.1006
H (5.754, -5.529, 6.056)  0.0930
H (6.231, -5.545, 3.633)  0.0977
H (5.132, -3.940, 2.143)  0.0783
N (-2.083, -4.506, 2.924)  0.1181
C (-1.497, -3.678, 2.004)  -0.3268
C (-0.633, -2.651, 2.390)  0.0083
C (-0.134, -1.794, 1.428)  -0.1230
N (-0.428, -1.876, 0.135)  0.0655
C (-1.249, -2.856, -0.229)  -0.1486
C (-1.799, -3.773, 0.643)  -0.0071
H (-1.645, -4.568, 3.829)  0.0967
H (-2.504, -5.355, 2.585)  0.0937
H (-0.355, -2.538, 3.428)  0.1110
H (0.534, -0.994, 1.713)  0.0805
H (-1.500, -2.901, -1.280)  0.0966
H (-2.463, -4.550, 0.292)  0.1123

***

No. 2
Density functional theory data (the ωB97M-V functional and the def2-TZVPD basis) for a single C4H8O molecule.

Energy relative to the best compared isomer or geometry (same formula, charge and spin): 2.860 eV
E_LUMO: 0.94 eV
Kohn-Sham gap: 0.3408 hartree
Charge: 0
HOMO level: -0.30614 hartree

Each line ends with the natural charge from an NBO analysis.
Atoms and positions in Å:
C (-0.882, 0.268, 1.047)  -0.6217
C (1.504, 0.233, -0.004)  0.2803
O (1.589, -1.069, 0.239)  -0.6791
C (0.541, 0.362, -1.145)  -0.5692
C (-0.794, -0.044, -0.474)  -0.3857
H (-0.869, 1.343, 1.256)  0.2114
H (-0.105, -0.176, 1.679)  0.2063
H (-1.820, -0.152, 1.403)  0.2078
H (2.062, -1.166, 1.076)  0.4959
H (0.528, 1.386, -1.533)  0.2134
H (0.800, -0.325, -1.961)  0.2205
H (-1.634, 0.461, -0.961)  0.2117
H (-0.922, -1.122, -0.623)  0.2083

***

No. 3
Density functional theory data (the ωB97M-V functional and the def2-TZVPD basis) for a molecular structure, C4H6N2O.

Energy relative to the best compared isomer or geometry (same formula, charge and spin): 4.830 eV
E_LUMO: 0.58 eV
Kohn-Sham gap: 0.3700 hartree
Charge: 0
HOMO level: -0.34864 hartree

Each line ends with the natural charge from an NBO analysis.
Atoms and positions in Å:
N (2.113, -1.024, -0.161)  -0.8027
C (2.050, -0.046, 0.732)  0.2591
O (1.015, 0.798, 0.848)  -0.4963
C (-0.007, 0.842, -0.151)  -0.0822
C (-1.186, -0.047, 0.255)  -0.5342
C (-2.310, 0.103, -0.674)  0.2745
N (-3.184, 0.242, -1.418)  -0.3040
H (1.277, -1.293, -0.706)  0.3467
H (2.533, -1.190, 1.005)  0.4254
H (0.384, 0.566, -1.137)  0.1910
H (-0.322, 1.887, -0.195)  0.2143
H (-0.890, -1.101, 0.286)  0.2459
H (-1.515, 0.229, 1.261)  0.2623

***

One value per record, in order, for DFT total energy: -230489.876 -6322.308 -9268.672 eV.